(1)
The following is a quantum chemistry calculation of a 2-piece molecular cluster, C19H37F3IN4O7PS overall in a non-equilibrium geometry, from OMol25.

The geometry in XYZ format:
```
73
Properties=species:S:1:pos:R:3
C 0.04 -2.52 5.12
C 0.92 -2.09 3.90
C 0.79 -2.91 2.56
I 0.04 -4.89 3.09
C -0.01 -2.15 1.36
C -0.81 -3.22 0.54
C -1.42 -2.72 -0.85
C -2.71 -1.84 -0.73
O -2.49 -0.45 -0.57
C -3.39 0.33 -1.35
N -0.92 -1.11 1.83
C -2.02 -1.52 2.64
O -3.31 -0.98 2.18
C -4.33 -1.51 2.87
F -4.60 -2.80 2.53
F -4.23 -1.39 4.22
F -5.45 -0.80 2.51
C 1.13 -1.40 0.50
O 1.95 -0.74 1.47
C 3.26 -0.52 1.13
N 3.91 0.06 2.33
O 3.35 0.48 0.08
C 4.57 0.52 -0.41
N 5.69 0.65 -0.59
P 1.99 -2.63 -0.65
S 3.17 -1.89 -2.02
C 0.55 -0.16 -0.35
O 0.30 0.92 0.21
O 0.45 -0.19 -1.63
H 0.47 -3.37 5.71
H -1.04 -2.69 4.90
H 0.06 -1.66 5.84
H 0.77 -0.99 3.78
H 1.98 -2.20 4.24
H 1.83 -3.11 2.20
H -1.70 -3.64 1.06
H -0.20 -4.10 0.24
H -1.79 -3.68 -1.31
H -0.66 -2.34 -1.56
H -3.28 -1.98 -1.69
H -3.35 -2.31 0.06
H -4.39 -0.14 -1.48
H -2.90 0.58 -2.33
H -3.55 1.28 -0.78
H -0.45 -0.30 2.22
H -1.87 -1.05 3.65
H -2.08 -2.61 2.86
H 3.90 -1.41 0.92
H 4.88 -0.26 2.31
H 3.90 1.08 2.26
H 2.82 -3.43 0.20
H 1.12 -3.53 -1.31
C 0.11 2.43 -3.75
N 0.73 3.37 -2.75
C 2.04 2.78 -2.33
C -0.16 3.49 -1.55
C 1.02 4.74 -3.37
C -0.20 5.51 -3.86
O -0.88 4.79 -4.87
H 0.17 1.42 -3.34
H -0.94 2.68 -3.89
H 0.66 2.49 -4.69
H 1.82 1.81 -1.87
H 2.49 3.45 -1.59
H 2.68 2.67 -3.20
H -1.14 3.86 -1.87
H 0.30 4.17 -0.84
H -0.27 2.50 -1.10
H 1.69 4.55 -4.21
H 1.54 5.32 -2.61
H 0.12 6.47 -4.27
H -0.89 5.72 -3.03
H -1.80 5.10 -4.90
```

E_tot = -2828.5427 hartree
HOMO energy = -7.68 eV
Max |F| = 3.6 eV/Å
Orbital gap = 7.6 eV


(2)
The following is a quantum chemistry calculation of C19H37F6N6O5RuS5 as an isolated structure in a non-equilibrium geometry, from OMol25.

The geometry in XYZ format:
```
79
Properties=species:S:1:pos:R:3
Ru -0.14 -1.11 0.08
F 0.70 -3.52 3.80
C -0.55 -3.92 3.64
F -0.57 -5.12 3.09
F -1.20 -3.90 4.77
S -1.37 -2.74 2.46
O -0.47 -2.81 1.26
O -2.71 -3.16 2.26
N -1.29 -1.31 3.09
S -0.08 -0.34 3.12
O 0.51 -0.15 1.72
O 0.92 -0.49 4.11
C -0.96 1.26 3.36
F -1.77 1.45 2.31
F -0.04 2.22 3.37
F -1.64 1.25 4.47
C -5.92 -1.24 0.08
C -4.50 -0.89 0.52
C -3.46 -1.44 -0.39
N -2.19 -1.20 -0.36
N -1.44 -1.89 -1.26
C -2.13 -2.69 -2.05
N -1.62 -3.47 -2.99
S -3.83 -2.57 -1.68
H -6.63 -0.81 0.78
H -6.08 -2.32 0.08
H -6.15 -0.84 -0.91
H -4.29 -1.30 1.51
H -4.35 0.19 0.58
H -0.64 -3.44 -3.21
H -2.21 -4.04 -3.58
C 4.52 -1.08 0.53
C 4.07 -2.51 0.25
S 2.38 -2.78 0.76
O 1.60 -1.90 -0.31
C 2.11 -4.47 0.22
C 2.80 -5.45 1.17
H 5.57 -1.00 0.26
H 4.42 -0.83 1.58
H 3.96 -0.38 -0.09
H 4.64 -3.23 0.85
H 4.14 -2.79 -0.80
H 2.48 -4.55 -0.81
H 1.03 -4.60 0.24
H 3.88 -5.37 1.14
H 2.54 -6.46 0.87
H 2.46 -5.31 2.20
C -0.76 3.90 -3.48
C -2.26 3.65 -3.51
C -2.89 3.40 -2.15
C -2.26 2.26 -1.35
N -1.11 2.73 -0.55
C 0.04 2.14 -0.35
S 0.38 0.62 -1.25
N 0.98 2.63 0.41
C 2.36 2.13 0.61
C 3.38 3.26 0.53
C 3.73 3.75 -0.87
C 2.59 4.39 -1.64
H -0.39 4.20 -4.46
H -0.20 3.00 -3.20
H -0.49 4.70 -2.78
H -2.47 2.80 -4.17
H -2.76 4.51 -3.96
H -3.95 3.16 -2.28
H -2.87 4.31 -1.54
H -1.90 1.48 -2.03
H -2.97 1.81 -0.66
H -1.25 3.63 -0.11
H 0.78 3.52 0.87
H 2.55 1.38 -0.17
H 2.39 1.64 1.58
H 4.29 2.88 1.02
H 3.04 4.09 1.16
H 4.16 2.92 -1.45
H 4.54 4.48 -0.76
H 1.83 3.66 -1.95
H 2.95 4.86 -2.55
H 2.09 5.17 -1.06
```

Charge = +3
E_tot = -4134.9126 hartree
Relative energy (zero: lowest compared OMol25 entry of this formula, charge and spin) = 0.0 kJ/mol
HOMO energy (alpha / beta) = -17.95 / -17.95 eV
Max |F| = 1.8 eV/Å
Orbital gap (alpha / beta) = 5.5 / 5.5 eV


(3)
The following is a quantum chemistry calculation of a 8-piece molecular cluster, C19H37FNO30S7 overall in a non-equilibrium geometry, from OMol25.

The geometry in XYZ format:
```
95
Properties=species:S:1:pos:R:3
C -3.56 0.84 0.35
C -3.89 2.28 0.66
F -2.93 3.10 0.03
C -5.29 2.74 0.20
N -6.13 1.66 -0.34
C -7.02 1.05 0.68
C -6.91 -0.49 0.59
O -7.35 -0.98 -0.47
O -6.44 -1.12 1.57
H -2.59 0.63 0.83
H -3.41 0.67 -0.71
H -4.27 0.14 0.78
H -3.81 2.43 1.74
H -5.77 3.30 1.01
H -5.13 3.47 -0.60
H -6.71 2.10 -1.04
H -8.05 1.27 0.40
H -6.81 1.41 1.69
C -5.42 -4.46 2.62
C -6.27 -3.51 3.41
O -7.11 -4.38 4.22
S -6.31 -5.69 4.60
O -5.78 -5.55 5.91
O -7.11 -6.82 4.25
O -5.12 -5.54 3.55
H -5.96 -4.88 1.77
H -4.50 -4.00 2.28
H -6.87 -2.86 2.77
H -5.68 -2.89 4.08
C 0.03 5.89 -1.63
C 1.41 5.63 -1.06
O 1.17 5.34 0.32
S -0.24 4.57 0.47
O 0.04 3.18 0.51
O -1.00 5.23 1.46
O -0.81 4.92 -0.98
H -0.33 6.89 -1.39
H 0.00 5.75 -2.71
H 2.06 6.49 -1.15
H 1.88 4.76 -1.52
C 3.30 0.71 1.18
C 2.48 1.20 0.01
O 2.72 0.21 -1.01
S 2.93 -1.22 -0.34
O 1.71 -1.95 -0.38
O 4.14 -1.78 -0.83
O 3.16 -0.72 1.16
H 4.36 0.95 1.06
H 2.95 1.11 2.13
H 2.79 2.18 -0.34
H 1.42 1.21 0.24
C 6.26 7.89 -1.34
C 6.45 7.74 -2.83
O 6.04 6.39 -3.10
S 4.87 5.97 -2.09
O 3.62 6.14 -2.75
O 5.21 4.75 -1.47
O 5.06 7.17 -1.05
H 7.08 7.44 -0.78
H 6.15 8.93 -1.04
H 7.47 7.89 -3.15
H 5.79 8.41 -3.39
C -9.32 -7.93 7.35
C -9.71 -7.26 6.06
O -11.15 -7.38 6.02
S -11.73 -7.32 7.50
O -12.17 -6.00 7.79
O -12.58 -8.44 7.70
O -10.35 -7.56 8.28
H -9.32 -9.02 7.26
H -8.35 -7.61 7.71
H -9.27 -7.74 5.19
H -9.45 -6.20 6.06
C 7.75 0.57 -4.33
C 6.72 -0.19 -3.52
O 6.67 0.52 -2.27
S 6.93 2.08 -2.52
O 5.69 2.75 -2.59
O 7.97 2.49 -1.64
O 7.53 1.95 -4.01
H 8.76 0.30 -4.03
H 7.63 0.41 -5.40
H 6.99 -1.23 -3.35
H 5.73 -0.14 -3.98
C 8.49 -3.98 -4.26
C 9.86 -3.84 -4.88
O 9.62 -3.88 -6.29
S 8.21 -3.21 -6.62
O 8.42 -1.86 -7.00
O 7.45 -4.11 -7.40
O 7.63 -3.21 -5.12
H 8.14 -5.01 -4.27
H 8.45 -3.59 -3.24
H 10.53 -4.65 -4.59
H 10.32 -2.88 -4.64
```

Charge = -1
E_tot = -5945.2169 hartree
HOMO energy = -4.76 eV
Max |F| = 1.0 eV/Å
Orbital gap = 5.9 eV